1.
{"formula": "C4H11N2O", "method": "wB97M-V/def2-TZVPD", "e_above_lowest_ev": 1.305, "gap_ha": [0.087, 0.236], "charge": -2, "lumo_energy_ev": [6.74, 6.67], "s2": 0.750, "multiplicity": 2, "species": ["O", "N", "N", "C", "C", "C", "C", "H", "H", "H", "H", "H", "H", "H", "H", "H", "H", "H"], "positions_angstrom": [[1.663, -0.481, -0.558], [-1.352, -0.963, 1.887], [-0.879, 1.292, -2.631], [-0.009, -0.516, 1.775], [-0.264, 0.764, -1.394], [0.852, -0.421, 2.790], [0.904, -0.197, -1.669], [-1.022, 0.260, -0.792], [0.378, -0.538, 0.713], [1.905, -0.229, 2.667], [-1.697, -1.046, 2.841], [0.477, -0.547, 3.802], [-0.129, 1.730, -3.164], [-1.481, 2.080, -2.407], [0.421, -1.130, -2.063], [0.113, 1.574, -0.758], [-1.450, -1.860, 1.418], [1.569, 0.228, -2.456]]}


2.
{"formula": "C4H11N2O", "method": "wB97M-V/def2-TZVPD", "e_above_lowest_ev": 1.391, "gap_ha": [0.145, 0.404], "lumo_energy_ev": [0.61, 0.50], "s2": 0.750, "multiplicity": 2, "species": ["O", "N", "N", "C", "C", "C", "C", "H", "H", "H", "H", "H", "H", "H", "H", "H", "H", "H"], "positions_angstrom": [[-1.447, -1.650, 0.359], [-1.241, 0.393, 1.312], [0.874, -1.749, -0.748], [0.449, -0.367, -0.295], [0.379, 0.492, -1.540], [-0.838, -0.605, 0.513], [-0.444, 1.611, 1.531], [-2.125, 0.410, 1.746], [0.047, 1.501, -1.267], [-0.310, 0.113, -2.222], [1.192, -2.397, 0.020], [1.231, -0.118, 0.423], [-0.287, 2.175, 0.634], [0.492, 1.371, 2.018], [-1.022, 2.221, 2.209], [1.644, -1.737, -1.465], [0.083, -2.256, -1.173], [1.322, 0.592, -2.055]]}


3.
{"formula": "C4H11N2O", "method": "wB97M-V/def2-TZVPD", "e_above_lowest_ev": 4.218, "gap_ha": 0.405, "charge": 1, "lumo_energy_ev": -3.20, "smiles": "C[N@H+]1CN[C@@]1(C)O", "species": ["O", "N", "N", "C", "C", "C", "C", "H", "H", "H", "H", "H", "H", "H", "H", "H", "H", "H"], "positions_angstrom": [[0.826, 0.446, -1.608], [0.552, -1.611, -0.191], [-0.654, -0.053, 0.235], [1.719, 0.370, 0.959], [-1.527, 0.897, -0.452], [0.788, -0.270, -0.135], [-0.895, -1.492, -0.009], [-1.569, 1.832, 0.022], [-1.544, -1.738, -0.934], [2.667, 0.915, 0.530], [2.091, -0.482, 1.640], [-0.599, 0.228, 1.278], [-1.085, 0.952, -1.436], [1.642, 1.002, -1.717], [-0.994, -2.241, 0.715], [-2.493, 0.411, -0.391], [1.055, -2.374, -0.581], [1.289, 1.048, 1.610]]}


4.
{"formula": "C4H11N2O", "method": "wB97M-V/def2-TZVPD", "e_above_lowest_ev": 1.600, "gap_ha": 0.384, "charge": 1, "lumo_energy_ev": -3.28, "species": ["O", "N", "N", "C", "C", "C", "C", "H", "H", "H", "H", "H", "H", "H", "H", "H", "H", "H"], "positions_angstrom": [[-1.382, -1.074, -0.067], [1.303, 0.426, 1.434], [1.277, -1.861, 1.730], [1.186, -0.795, 0.978], [-0.097, 1.871, -1.726], [-1.352, -0.248, -1.245], [-0.921, 1.167, -0.956], [-2.091, -0.737, 0.490], [1.372, 0.610, 2.423], [-1.356, 1.604, -0.057], [0.317, 1.434, -2.628], [1.064, 1.185, 0.812], [-0.654, -0.709, -1.946], [1.141, -2.771, 1.320], [1.005, -0.925, -0.075], [-2.335, -0.251, -1.718], [1.369, -1.825, 2.739], [0.154, 2.901, -1.509]]}


5.
{"formula": "C4H11N2O", "method": "wB97M-V/def2-TZVPD", "e_above_lowest_ev": 0.472, "gap_ha": 0.408, "charge": 1, "lumo_energy_ev": -3.21, "smiles": "NC(=O)CCC[NH3+]", "species": ["O", "N", "N", "C", "C", "C", "C", "H", "H", "H", "H", "H", "H", "H", "H", "H", "H", "H"], "positions_angstrom": [[-0.391, 0.242, 1.519], [0.977, -1.551, 1.571], [-1.350, 1.430, -0.635], [0.387, -0.134, -1.490], [-1.158, 0.077, -1.382], [1.224, 0.160, -0.235], [0.531, -0.418, 1.032], [2.224, -0.263, -0.328], [-0.754, 2.091, -1.128], [0.442, -1.219, -1.599], [0.402, -1.869, 2.331], [-2.296, 1.731, -0.875], [-1.762, -0.677, -0.889], [1.577, -2.191, 1.076], [-1.648, 0.303, -2.328], [-1.170, 1.314, 0.384], [0.728, 0.444, -2.343], [1.395, 1.225, -0.076]]}


6.
{"formula": "C4H11N2O", "method": "wB97M-V/def2-TZVPD", "e_above_lowest_ev": 6.989, "gap_ha": 0.198, "charge": 1, "lumo_energy_ev": -7.01, "species": ["O", "N", "N", "C", "C", "C", "C", "H", "H", "H", "H", "H", "H", "H", "H", "H", "H", "H"], "positions_angstrom": [[0.666, -0.509, -0.952], [2.984, -0.780, 0.646], [-1.493, 0.254, -0.831], [-1.662, -0.175, -2.332], [-0.120, 0.144, -0.464], [-0.373, 0.437, 2.089], [-0.407, 0.916, 0.607], [-0.652, 1.937, 0.291], [-0.817, -0.783, -2.693], [2.904, -1.232, 1.633], [0.606, -0.034, 2.162], [-0.475, 1.260, 2.696], [3.975, -0.979, 0.349], [-1.296, -0.111, 2.331], [2.622, 0.023, 0.113], [-1.866, 0.665, -2.915], [-2.100, -0.159, -0.133], [-2.496, -0.874, -2.598]]}


7.
{"formula": "C4H11N2O", "method": "wB97M-V/def2-TZVPD", "e_above_lowest_ev": 4.654, "gap_ha": 0.386, "charge": 1, "lumo_energy_ev": -3.12, "smiles": "C[C@]1(ON)CC[NH2+]1", "species": ["O", "N", "N", "C", "C", "C", "C", "H", "H", "H", "H", "H", "H", "H", "H", "H", "H", "H"], "positions_angstrom": [[-0.901, 0.673, -1.146], [-0.823, 2.121, -0.879], [-0.814, -0.918, 0.836], [-0.067, -0.083, 1.785], [-0.069, -0.167, -0.412], [0.840, 0.411, 0.658], [0.506, -1.219, -1.351], [0.957, 1.450, 0.448], [-0.412, -1.844, 0.969], [-1.305, 2.680, -1.600], [0.476, -0.655, 2.543], [0.913, -2.190, -0.903], [1.373, -0.744, -1.720], [-1.847, -0.980, 0.686], [1.874, -0.006, 0.685], [0.208, 2.270, -0.809], [-0.789, 0.613, 2.349], [-0.123, -1.411, -2.139]]}


8.
{"formula": "C4H11N2O", "method": "wB97M-V/def2-TZVPD", "e_above_lowest_ev": 5.766, "gap_ha": 0.376, "charge": 1, "lumo_energy_ev": -3.60, "species": ["O", "N", "N", "C", "C", "C", "C", "H", "H", "H", "H", "H", "H", "H", "H", "H", "H", "H"], "positions_angstrom": [[0.603, 2.309, -0.191], [0.771, -0.510, 0.102], [-0.962, 0.517, -0.253], [2.041, -1.072, 0.275], [-2.195, -0.001, 0.331], [0.166, 0.592, 0.698], [-0.196, -0.498, -1.034], [2.359, -1.364, 1.261], [-1.100, 1.364, -0.748], [1.567, 2.238, -0.280], [1.863, -2.122, -0.160], [-2.759, -0.460, -0.392], [2.965, -0.439, -0.152], [-2.635, 0.841, 0.854], [-0.782, -1.533, -1.063], [0.115, 1.020, 1.629], [0.277, 0.043, -1.866], [-2.099, -0.927, 0.990]]}


9.
{"formula": "C4H11N2O", "method": "wB97M-V/def2-TZVPD", "e_above_lowest_ev": 3.409, "gap_ha": 0.377, "charge": 1, "lumo_energy_ev": -3.88, "smiles": "NC[C@@H]([NH3+])CC=O", "species": ["O", "N", "N", "C", "C", "C", "C", "H", "H", "H", "H", "H", "H", "H", "H", "H", "H", "H"], "positions_angstrom": [[2.250, -0.806, -1.531], [1.092, 1.012, -0.197], [-1.076, 0.607, 1.811], [-1.468, 0.647, 0.419], [0.152, -1.285, -0.444], [1.486, -1.650, -0.968], [-0.156, 0.319, -0.493], [1.061, 2.087, -0.392], [-0.469, 0.708, -1.506], [-0.655, -1.708, -0.856], [1.713, -2.795, -1.100], [1.848, 0.599, -0.923], [-1.474, -0.155, 2.267], [-2.023, 1.587, -0.099], [0.136, -1.385, 0.746], [-1.382, 1.485, 2.190], [1.375, 0.898, 0.804], [-2.409, -0.166, 0.273]]}


10.
{"formula": "C4H11N2O", "method": "wB97M-V/def2-TZVPD", "e_above_lowest_ev": 6.042, "gap_ha": [0.209, 0.255], "charge": 1, "lumo_energy_ev": [-3.00, -7.86], "s2": 2.009, "multiplicity": 3, "species": ["O", "N", "N", "C", "C", "C", "C", "H", "H", "H", "H", "H", "H", "H", "H", "H", "H", "H"], "positions_angstrom": [[-0.152, -1.308, -0.941], [-1.032, 0.614, 0.252], [-0.982, -0.734, -1.962], [0.013, 1.668, 0.282], [1.118, 0.664, -0.015], [0.431, -1.196, 1.461], [0.063, -0.456, 0.194], [0.077, 2.530, -0.469], [-1.757, -1.296, -2.302], [1.962, 0.612, 0.593], [-0.233, -0.634, -2.624], [-1.602, 0.599, 1.064], [1.302, -1.640, 1.256], [0.698, -0.618, 2.239], [-1.302, 0.501, -0.840], [-0.424, -1.900, 1.645], [1.655, 0.453, -0.969], [0.166, 2.140, 1.136]]}


11.
{"formula": "C4H11N2O", "method": "wB97M-V/def2-TZVPD", "e_above_lowest_ev": 1.856, "gap_ha": [0.447, 0.284], "charge": 2, "lumo_energy_ev": [-8.96, -13.37], "s2": 0.755, "multiplicity": 2, "species": ["O", "N", "N", "C", "C", "C", "C", "H", "H", "H", "H", "H", "H", "H", "H", "H", "H", "H"], "positions_angstrom": [[-0.374, 1.671, -0.753], [1.793, 0.396, 0.239], [-2.430, 0.825, -0.696], [-1.142, 0.672, -0.564], [0.938, -0.908, 0.028], [-0.580, -0.550, 0.177], [1.316, -1.990, 1.202], [1.420, -1.215, -0.909], [-2.849, 1.677, -1.072], [0.576, -2.034, 2.041], [1.346, -2.906, 0.600], [-0.680, -0.435, 1.260], [2.027, 0.303, 1.223], [2.383, 0.355, -0.583], [1.579, 1.414, 0.206], [-3.025, 0.322, -0.024], [-1.154, -1.452, -0.023], [2.253, -1.688, 1.684]]}


12.
{"formula": "C4H11N2O2", "method": "wB97M-V/def2-TZVPD", "e_above_lowest_ev": 3.783, "gap_ha": 0.230, "charge": -1, "lumo_energy_ev": 3.71, "smiles": "NC[C@H](CO)NC[O-]", "species": ["O", "O", "N", "N", "C", "C", "C", "C", "H", "H", "H", "H", "H", "H", "H", "H", "H", "H", "H"], "positions_angstrom": [[-1.875, 1.780, -0.637], [0.626, -2.615, -0.495], [1.702, 0.992, 1.544], [-1.423, -0.476, 0.115], [-1.936, 0.495, -0.960], [0.741, -1.170, -0.721], [0.559, 0.984, 0.567], [0.000, -0.431, 0.392], [-1.370, 0.219, -1.883], [0.752, 1.468, -0.393], [-0.170, 1.738, 0.859], [-2.990, 0.135, -1.071], [1.486, -2.995, -0.669], [0.218, -0.917, 1.348], [-1.985, -0.217, 0.909], [1.355, 1.473, 2.363], [0.076, -1.101, -1.551], [2.449, 1.544, 1.146], [1.786, -0.907, -0.865]]}